1.
A structure of composition C22H39F9FeNO12S3, computed with the ωB97M-V functional and the def2-TZVPD basis.

Last column: Löwdin charge in e.
Atoms and positions in Å:
H -26.18 -23.10 7.53  0.05
H -24.64 -19.47 10.43  0.12
O -28.36 -20.45 15.42  -0.35
C -27.47 -24.54 8.59  -0.59
H -23.54 -25.90 6.54  0.11
N -26.74 -22.27 16.28  -0.26
C -27.66 -20.06 11.72  -0.17
H -25.79 -19.15 12.57  0.11
O -27.32 -23.90 9.81  -0.28
C -29.75 -26.45 13.83  -0.11
H -21.65 -25.19 9.72  0.11
H -29.68 -26.25 14.89  0.09
H -23.99 -24.46 7.50  0.10
O -21.89 -25.10 7.66  -0.12
C -29.95 -25.17 12.91  -0.17
Fe -27.68 -23.30 11.79  0.84
C -26.16 -21.08 10.35  -0.17
F -27.19 -19.60 18.28  0.13
C -21.57 -25.81 8.82  -0.25
H -28.83 -25.95 7.52  0.07
F -29.46 -21.94 17.36  0.10
O -25.07 -25.64 13.25  -0.32
H -30.66 -23.52 10.25  0.12
H -30.10 -21.14 13.35  0.11
H -26.88 -24.30 6.51  0.06
O -24.89 -23.83 14.94  -0.32
H -26.79 -25.40 8.62  0.10
H -26.97 -26.03 11.92  0.11
F -26.49 -18.30 16.74  0.11
C -30.64 -21.61 12.54  -0.17
O -25.95 -23.46 12.74  -0.38
C -22.55 -26.98 8.89  -0.17
C -26.43 -19.18 11.68  -0.15
C -30.31 -22.50 10.42  -0.17
S -28.03 -23.24 15.52  0.75
H -30.35 -24.34 13.49  0.10
H -29.59 -24.49 8.26  0.06
H -32.39 -22.06 10.11  0.11
O -27.78 -24.63 15.79  -0.29
O -27.19 -21.34 11.32  -0.20
F -23.40 -23.93 11.36  0.12
O -28.75 -25.00 12.19  -0.24
C -23.82 -26.20 8.59  -0.19
F -30.63 -22.42 15.55  0.11
H -28.53 -28.13 13.21  0.10
H -28.04 -20.09 12.74  0.11
F -22.93 -22.45 13.00  0.11
C -31.45 -21.53 10.22  -0.15
H -26.77 -18.15 11.62  0.12
H -30.68 -19.87 11.29  0.10
H -20.58 -26.26 8.77  0.11
H -28.51 -19.81 11.10  0.12
C -25.71 -19.66 10.47  -0.17
H -22.62 -27.48 9.85  0.11
H -29.49 -22.29 9.73  0.12
H -30.70 -25.34 12.13  0.12
H -31.35 -22.32 12.97  0.12
H -24.14 -25.62 9.45  0.11
C -26.41 -19.56 17.19  -0.61
H -27.86 -22.99 7.00  0.06
H -32.29 -20.39 11.80  0.11
C -29.70 -22.88 16.41  -0.67
C -28.03 -26.23 12.06  -0.14
F -30.08 -23.94 17.00  0.19
C -28.80 -25.24 8.35  -0.07
H -26.59 -21.16 9.35  0.11
C -23.33 -25.33 7.44  -0.17
C -23.25 -23.74 12.67  -0.60
H -28.91 -25.85 9.24  0.05
H -31.43 -20.87 9.36  0.11
H -28.44 -26.76 11.20  0.11
H -25.28 -21.73 10.37  0.13
C -31.30 -20.74 11.50  -0.17
H -22.21 -27.73 8.17  0.11
O -29.71 -22.28 11.71  -0.21
C -28.41 -27.05 13.31  -0.13
H -27.68 -27.04 14.12  0.10
H -30.57 -27.12 13.59  0.10
H -26.02 -19.20 9.53  0.11
C -27.09 -23.67 7.38  -0.07
S -24.92 -24.20 13.49  0.58
O -28.23 -22.96 14.07  -0.36
H -24.62 -26.89 8.30  0.11
S -26.96 -20.77 15.73  0.60
O -26.03 -20.51 14.64  -0.30
F -22.38 -24.65 13.12  0.12
F -25.15 -19.90 17.51  0.12

As for the expectation value of S²: 6.006. The total charge is -1. The gap between HOMO and LUMO (alpha / beta) is 0.29218 / 0.27645 Eh. The spin multiplicity is 5. Its HOMO energy (alpha / beta) is -0.20751 / -0.19186 Ha. The lowest unoccupied orbital energy (alpha / beta) is 2.3 / 2.3 eV.

2.
The molecule C5H7F, computed with the ωB97M-V functional and the def2-TZVPD basis.

Last column: Löwdin charge in e.
Atoms and positions in Å:
C -2.41 -0.15 0.22  0.02
C 1.40 0.58 -0.67  -0.18
C -0.09 0.71 -0.23  -0.27
C 1.63 -0.06 0.65  0.04
C -1.15 -0.20 -0.14  -0.19
H 1.81 0.46 1.56  0.06
F -0.36 2.03 0.00  0.03
H 1.61 -0.12 -1.55  0.13
H -2.95 -0.98 0.22  0.01
H -0.65 -1.13 -0.42  0.12
H -2.88 0.82 0.53  0.09
H 1.62 1.61 -0.76  0.09
H 1.68 -1.09 0.66  0.04

The gap between HOMO and LUMO (alpha / beta) is 0.29046 / 0.29046 Eh. Its HOMO energy (alpha / beta) is -0.27659 / -0.27651 Ha. For the energy above the lowest of the compared OMol25 structures with the same formula, charge and spin, the calculation gives 3.264 eV. The lowest unoccupied orbital energy (alpha / beta) is 0.4 / 0.4 eV.

3.
A cluster of 2 separate species, C6H7BrO in total, computed with the ωB97M-V functional and the def2-TZVPD basis.

Last column: Löwdin charge in e.
Atoms and positions in Å:
O -1.38 -0.54 -0.14  0.02
H 0.01 2.20 -1.08  0.07
C -0.43 0.45 0.07  -0.42
H -0.91 0.95 -1.97  0.09
Br 2.78 0.07 -0.24  0.70
C 1.70 -0.19 -1.70  -0.56
H 1.00 -1.02 -1.79  0.01
H -0.76 -0.68 3.14  0.13
H 0.65 0.96 2.00  0.12
H -2.28 -1.90 1.19  0.11
H 2.09 -0.03 -2.70  0.00
C -0.02 0.39 1.34  -0.12
C -0.72 -0.66 2.00  -0.06
C -1.56 -1.13 1.03  -0.14
C -0.17 1.13 -1.16  0.04

The gap between HOMO and LUMO (alpha / beta) is 0.28945 / 0.28944 Eh. Its HOMO energy (alpha / beta) is -0.28359 / -0.28361 Ha. For the energy above the lowest of the compared OMol25 structures with the same formula, charge and spin, the calculation gives 4.038 eV. The lowest unoccupied orbital energy (alpha / beta) is 0.2 / 0.2 eV.

4.
The molecule C6H9N, computed with the ωB97M-V functional and the def2-TZVPD basis.

Last column: Löwdin charge in e.
Atoms and positions in Å:
H 1.18 -2.53 -0.29  0.08
H 1.79 -1.25 0.78  0.08
H -1.86 -0.01 1.65  0.08
C -0.39 0.56 0.16  -0.24
C 0.12 -0.69 -0.48  -0.39
H 0.69 1.44 -2.83  0.10
N 0.72 -0.31 -1.75  0.06
H -0.27 0.36 2.31  0.08
C -0.19 1.54 -0.74  -0.02
C -0.99 0.65 1.54  -0.04
H -0.63 -1.20 -1.09  0.16
H 0.27 -2.07 1.17  0.08
C 0.45 0.94 -1.90  -0.17
H -0.45 2.59 -0.64  0.10
C 0.89 -1.69 0.35  -0.04
H -1.32 1.67 1.76  0.08

The gap between HOMO and LUMO is 0.37115 Eh. Its HOMO energy is -0.33812 Ha. For the energy above the lowest of the compared OMol25 structures with the same formula, charge and spin, the calculation gives 1.043 eV. Its structure (SMILES) is CC1=CC=N[C@H]1C. The lowest unoccupied orbital energy is 0.9 eV.

5.
The molecule C5H8, computed with the ωB97M-V functional and the def2-TZVPD basis.

Last column: Löwdin charge in e.
Atoms and positions in Å:
C -1.38 -0.45 -0.30  -0.11
H 2.66 -0.52 -0.01  0.10
C 1.58 -0.50 -0.13  -0.19
H -1.13 -0.85 -1.30  0.07
H -0.56 1.49 -0.89  0.11
H -2.46 -0.33 -0.24  0.07
H -1.17 1.43 0.76  0.11
C 0.77 0.54 0.53  -0.38
C 0.88 -0.83 1.15  0.15
H 1.24 -0.96 -1.06  0.10
H -1.10 -1.22 0.43  0.05
H 1.28 1.35 1.07  0.13
C -0.62 0.85 0.00  -0.22

The gap between HOMO and LUMO is 0.31843 Eh. Its HOMO energy is -0.32606 Ha. For the energy above the lowest of the compared OMol25 structures with the same formula, charge and spin, the calculation gives 4.124 eV. The lowest unoccupied orbital energy is -0.2 eV.

6.
A cluster of 2 separate species, C4H12N2O in total, computed with the ωB97M-V functional and the def2-TZVPD basis.

Last column: Löwdin charge in e.
Atoms and positions in Å:
H 3.15 -0.35 -0.74  0.09
H 0.24 -0.75 0.99  0.09
H -1.07 1.75 0.05  0.14
H -1.11 -0.66 -2.12  -0.02
H 0.05 1.85 2.79  0.09
N 0.31 -0.25 -0.96  -0.03
H -2.41 -0.49 -3.18  0.02
C 1.23 -1.15 -1.41  -0.20
H 3.03 -2.00 -0.90  0.11
O -1.96 -1.01 -2.49  -0.13
C 0.29 0.12 0.44  -0.26
H -1.87 0.53 0.74  0.08
C -0.87 1.36 2.34  -0.15
H 0.88 -2.07 -1.65  0.09
C -0.93 0.97 0.92  -0.29
H 1.15 0.76 0.66  0.11
N 2.56 -1.09 -1.05  0.10
H -1.02 0.40 2.77  0.05
H -1.66 2.08 2.80  0.11

The gap between HOMO and LUMO is 0.33520 Eh. Its HOMO energy is -0.31122 Ha. For the energy above the lowest of the compared OMol25 structures with the same formula, charge and spin, the calculation gives 3.647 eV. Its structure (SMILES) is CCC/N=C\N.O. The lowest unoccupied orbital energy is 0.7 eV.

7.
A cluster of 2 separate species, C25H41ClFN2O5P in total, computed with the ωB97M-V functional and the def2-TZVPD basis.

Last column: Löwdin charge in e.
Atoms and positions in Å:
H -1.74 0.20 -5.58  0.08
N 1.09 -2.54 -3.99  0.22
H -1.56 -1.62 4.56  0.09
O 1.47 -0.67 7.70  -0.26
H -0.02 3.83 -0.17  0.11
H -2.78 -1.22 -5.78  0.08
H -1.39 2.53 -2.63  0.08
C -2.05 -2.13 -2.95  -0.17
C 2.14 0.60 -2.36  -0.12
H 1.98 1.81 8.45  0.09
C -2.31 -0.56 -5.05  -0.07
C -4.47 -2.33 -2.19  -0.11
C 0.85 2.67 -1.77  -0.13
H -3.35 -3.83 -3.17  0.10
H -1.05 2.52 -0.66  0.08
H -2.20 0.17 7.86  0.08
H 0.32 2.45 1.60  0.12
H -3.94 -2.14 -1.25  0.07
C -0.27 0.69 -2.98  -0.08
C -0.32 0.58 0.83  -0.23
H -0.77 -0.27 8.83  0.09
C 1.89 2.33 7.50  -0.11
H 4.76 -0.36 -0.97  0.08
H -1.49 1.34 8.98  0.09
H 1.81 3.16 -1.62  0.10
H 0.03 -0.10 0.04  0.11
H 1.05 3.02 7.52  0.08
C -1.35 -1.37 -4.14  -0.29
H -1.90 1.66 -4.01  0.10
O 1.75 1.40 6.42  -0.26
O -0.31 -1.02 6.10  -0.23
C -2.69 0.99 -2.09  -0.07
C 2.22 -3.13 -3.94  -0.32
H -1.39 0.72 0.80  0.11
H -0.11 -0.77 4.03  0.05
C -0.01 2.78 -0.48  -0.16
H 2.00 -0.28 0.11  0.02
H 2.80 2.89 7.31  0.09
H 1.56 1.72 0.55  0.10
H -3.24 0.17 -2.54  0.03
H 3.38 2.19 -1.49  0.09
O 0.01 -0.06 2.07  -0.10
C 3.39 -2.52 -3.42  -0.06
H 0.32 3.29 -2.51  0.11
C 1.06 -1.27 -3.47  -0.12
H -4.97 -1.40 -2.47  0.06
H 4.59 1.05 0.05  0.11
C -3.44 -2.74 -3.28  -0.22
O -0.44 1.06 7.26  -0.29
C 4.03 0.34 -0.57  -0.24
H 4.31 -3.11 -3.43  0.13
N 3.44 -1.32 -2.92  0.16
H 0.95 0.05 2.24  0.07
P 0.76 0.12 6.66  0.56
H -2.37 0.81 -1.07  0.05
C -1.55 1.52 -2.99  -0.17
C -1.27 0.53 8.29  -0.10
H -0.99 -2.17 -4.77  0.12
C 0.48 1.88 0.68  -0.16
C 2.21 -0.70 -2.94  -0.16
Cl 3.38 -2.24 0.22  0.56
H -3.41 1.82 -2.03  0.09
H -1.38 -2.97 -2.73  0.11
C 0.93 1.28 -2.39  -0.09
H -2.03 -1.51 -2.06  0.09
H 3.25 -0.21 1.35  0.06
C 3.43 1.14 -1.76  -0.13
H -3.13 -0.08 -4.52  0.06
H -1.44 0.14 4.77  0.09
H -3.80 -2.55 -4.29  0.09
H -5.17 -3.14 -1.96  0.06
C -0.88 -0.80 4.78  -0.09
C -0.20 -0.59 -3.52  -0.07
F 2.31 -4.37 -4.41  0.10
C 3.05 -0.46 0.30  -0.57
H 4.17 1.08 -2.57  0.12

The gap between HOMO and LUMO is 0.30210 Eh. Its HOMO energy is -0.32206 Ha. For the energy above the lowest of the compared OMol25 structures with the same formula, charge and spin, the calculation gives 0.000 eV. Its structure (SMILES) is CCC[C@@H](C)c1c(CC)c(CCCCO)c(CCCCl)c2ncc(F)nc12.COP(=O)(OC)OC. The lowest unoccupied orbital energy is -0.5 eV.

8.
A cluster of 3 separate species, C3H12N2O2 in total, computed with the ωB97M-V functional and the def2-TZVPD basis.

Last column: Löwdin charge in e.
Atoms and positions in Å:
H 1.60 -5.87 1.18  0.03
H 0.16 0.80 0.36  0.10
H -1.67 3.81 -1.49  0.07
C -1.42 2.02 -0.27  -0.25
C -0.25 0.21 -1.43  -0.34
H -2.21 1.35 0.09  0.11
N 0.17 -0.95 -1.16  0.07
H -0.60 0.53 -2.41  0.11
O 2.47 -5.68 1.54  -0.07
C -1.89 2.74 -1.54  -0.10
H 1.57 -0.94 3.18  0.03
N -0.18 1.24 -0.49  -0.04
O 2.51 -0.87 3.36  -0.06
H -1.20 2.77 0.47  0.10
H -2.97 2.68 -1.64  0.07
H -1.43 2.44 -2.48  0.06
H 2.78 -0.02 3.00  0.03
H 2.50 -4.73 1.71  0.03
H 0.07 -1.55 -1.99  0.04

The gap between HOMO and LUMO is 0.36813 Eh. Its HOMO energy is -0.34733 Ha. For the energy above the lowest of the compared OMol25 structures with the same formula, charge and spin, the calculation gives 1.369 eV. Its structure (SMILES) is [H]/N=C/NCC.O.O. The lowest unoccupied orbital energy is 0.6 eV.

no.,F_max (Eh/bohr),molar mass (g mol⁻¹)
1,0.074,832.6
2,0.090,86.1
3,0.075,175.0
4,0.031,95.1
5,0.007,68.1
6,0.154,104.2
7,0.126,535.0
8,0.016,108.1